(1)
A cluster of 2 separate species, C19H26N7O7 in total in a non-equilibrium geometry, computed with ωB97M-V/def2-TZVPD.

Computed properties:
**Electronic energy**: -1649.728242 Eh
**Total charge**: -1
**LUMO level**: 2.02 eV
**Frontier orbital gap**: 7.848 eV

Geometry as XYZ:
```
59
Properties=species:S:1:pos:R:3:forces:R:3:lowdin_charge:R:1
O 1.42352 -2.34483 -1.49620 0.09 -0.34 -0.02 0.023
O -2.84487 7.26460 -0.32227 -0.07 0.12 -0.43 0.009
O -1.16970 3.58855 4.49411 -0.11 0.39 -0.05 -0.063
O 0.44046 7.05887 2.37681 -0.20 0.01 -0.33 0.028
O -0.26666 1.94251 3.30408 -0.02 -0.16 -0.54 -0.069
N 0.27744 -0.74467 -0.47080 -0.46 -1.55 -0.39 0.190
O 4.98803 -6.31067 -4.70858 0.31 0.13 -0.06 -0.042
O 2.84186 -3.66053 -3.84404 -0.02 -0.72 0.21 -0.042
C 0.38255 -2.04913 -0.92019 1.49 -0.42 -1.27 -0.413
C -2.51630 6.95763 0.81518 -0.78 1.02 -0.46 -0.557
C -0.72807 3.09787 3.42862 -0.15 -0.73 0.63 -0.698
C -0.21764 6.24112 3.01421 0.58 0.86 -0.60 -0.468
C -0.81173 -0.43112 0.13500 0.76 -0.29 -0.21 -0.458
C -0.71705 -3.01666 -0.74500 0.13 -0.67 0.05 -0.021
C -2.23523 -4.73080 -0.66152 1.37 0.47 -0.28 -0.071
C -1.85422 -2.55380 -0.14948 0.33 -0.78 -0.35 -0.218
C -0.94581 -4.44212 -1.04158 -0.18 0.50 0.04 -0.137
C 2.68409 -6.92039 -4.85259 -1.57 -0.26 1.53 -0.015
C 1.82286 -6.90818 -3.79387 1.97 -0.55 -1.98 -0.019
N -0.86338 0.81929 0.61159 -1.03 1.14 0.90 0.153
N -1.88313 -1.25482 0.32174 -1.47 -0.12 0.49 0.180
N -2.78393 -3.57429 -0.12039 -0.96 1.08 0.85 0.080
N -0.03642 6.08097 4.32915 -0.35 -0.53 0.88 0.027
N 0.94642 -5.01467 -2.53776 0.30 0.14 0.42 -0.029
N -1.77144 5.87915 1.03690 1.07 -0.90 1.37 0.110
C -2.99348 7.79620 1.98289 0.25 -0.27 -0.08 0.007
C 0.91292 6.82860 5.14915 -0.21 -0.18 -0.74 -0.062
C 0.02614 -5.49756 -1.50573 0.57 0.50 -0.68 -0.166
C 3.65800 -5.78854 -4.79078 0.21 0.39 0.09 -0.325
C 2.14578 -5.81016 -2.83781 -1.41 0.00 0.27 -0.280
C 3.26469 -4.99723 -3.52400 -0.44 1.14 0.15 -0.254
C -0.81303 3.92530 2.14082 0.01 0.62 0.05 -0.072
C -1.30212 5.36791 2.33772 -0.33 -0.13 -0.10 -0.213
H 5.62088 -5.57507 -4.64440 -0.47 -0.28 -0.06 0.098
H 2.33800 -3.30146 -3.07286 0.27 -0.29 -0.31 0.062
H -2.71355 -5.70406 -0.71973 -0.25 0.53 0.17 0.117
H 2.66221 -7.64875 -5.65647 0.06 0.16 0.01 0.102
H 1.02639 -7.62783 -3.64018 0.01 0.08 0.03 0.102
H -0.96085 0.87013 1.63141 0.07 0.62 0.01 0.083
H -0.03506 1.31005 0.29521 -0.08 -0.02 0.39 0.109
H -2.70497 -0.84620 0.74439 0.10 -0.10 -0.10 0.160
H -3.70938 -3.49617 0.29542 0.54 -0.11 -0.28 0.154
H -0.53808 5.30059 4.75636 -0.01 -0.15 -0.16 0.096
H 0.46898 -4.69563 -3.38113 0.23 -0.23 0.35 0.139
H -1.45678 5.39641 0.21261 0.06 0.07 -0.10 0.145
H -2.13048 8.23729 2.47794 0.01 -0.02 0.21 0.079
H -3.63962 8.58606 1.60631 0.06 -0.12 -0.07 0.078
H -3.54792 7.17007 2.67756 0.01 0.03 0.26 0.078
H 1.25597 6.19875 5.97075 -0.10 0.01 -0.07 0.080
H 0.42928 7.72054 5.54842 0.12 0.11 0.10 0.074
H 1.77144 7.12982 4.54483 -0.13 0.00 0.05 0.078
H -0.52074 -6.37185 -1.87314 -0.32 -0.19 0.29 0.106
H 0.60925 -5.81213 -0.63384 0.15 -0.01 -0.16 0.127
H 3.55700 -5.15478 -5.67863 0.09 0.13 0.07 0.147
H 2.54745 -6.23966 -1.91341 -0.32 0.16 0.16 0.151
H 4.11714 -4.93356 -2.84075 0.15 -0.10 -0.14 0.146
H 0.16283 3.94318 1.65215 0.05 -0.12 -0.03 0.127
H -1.51145 3.41645 1.47485 -0.01 -0.06 -0.05 0.107
H -2.15851 5.32942 3.01092 0.02 -0.04 0.10 0.139
```
Positions in Å, forces in eV/Å.


(2)
The molecule C23H26N2O4S2 in a non-equilibrium geometry, computed with ωB97M-V/def2-TZVPD.

Computed properties:
**Electronic energy**: -2098.887594 Eh
**Structure (SMILES)**: Cc1ccc(N(CC(=O)NCCSCc2ccco2)S(=O)(=O)c2ccc(C)cc2)cc1
**LUMO level**: 0.55 eV
**Frontier orbital gap**: 8.816 eV

Geometry as XYZ:
```
57
Properties=species:S:1:pos:R:3:forces:R:3:lowdin_charge:R:1
C -5.03310 -1.11034 -1.12291 0.04 -0.09 -0.04 -0.049
C -3.64453 -1.38988 -0.63668 0.02 -0.04 0.05 -0.293
C -2.54280 -1.16223 -1.45089 0.01 -0.05 0.10 -0.023
C -1.26025 -1.42912 -1.01459 -0.16 -0.02 0.10 -0.030
C -1.03324 -1.95934 0.25421 -0.74 0.18 -0.57 -0.263
C -2.13749 -2.18900 1.07487 0.35 -0.09 0.10 -0.009
C -3.41516 -1.90512 0.63161 -0.01 0.06 -0.16 -0.047
H -4.25174 -2.09693 1.28855 -0.09 -0.01 0.08 0.116
H -2.01295 -2.60232 2.06375 0.03 -0.04 0.08 0.107
N 0.27716 -2.24204 0.65814 0.82 -0.80 -0.44 -0.152
S 1.42201 -2.85113 -0.43102 -0.05 0.10 0.06 0.711
O 0.74831 -3.32186 -1.60129 -0.04 0.34 0.03 -0.260
O 2.24983 -3.76418 0.29730 0.12 0.27 0.16 -0.267
C 2.38603 -1.39638 -0.82555 -0.26 -0.53 0.04 -0.263
C 3.30271 -0.93387 0.09947 0.11 -0.02 0.10 -0.051
C 3.99604 0.23640 -0.16053 -0.07 -0.13 -0.12 -0.036
C 3.78169 0.94662 -1.33875 -0.04 -0.07 0.02 -0.269
C 2.88615 0.43660 -2.27430 0.01 -0.09 0.12 -0.033
C 2.19087 -0.73291 -2.02252 -0.11 -0.05 -0.16 -0.067
H 1.51010 -1.14919 -2.74891 -0.08 0.00 -0.13 0.113
H 2.73285 0.96219 -3.20523 -0.01 0.05 -0.12 0.120
C 4.47595 2.24783 -1.58465 -0.01 0.05 0.01 -0.040
H 5.39834 2.31293 -1.01393 0.09 0.04 0.01 0.081
H 3.82598 3.06751 -1.27575 -0.01 0.07 0.01 0.070
H 4.69914 2.37665 -2.64079 0.06 0.05 -0.07 0.082
H 4.71048 0.60186 0.56244 0.07 0.04 0.08 0.125
H 3.46945 -1.48711 1.00915 0.08 -0.01 0.18 0.116
C 0.68542 -2.22599 2.04248 0.43 -0.01 0.46 -0.086
H 1.52932 -2.91182 2.14002 -0.18 0.19 0.25 0.118
C 1.13516 -0.84209 2.52328 -0.39 -0.17 -0.18 -0.480
O 2.13633 -0.68330 3.19044 0.41 -0.06 0.25 0.068
N 0.32393 0.17186 2.16313 -0.29 0.10 -0.14 0.082
H -0.50272 -0.00388 1.61139 0.02 -0.01 0.08 0.100
C 0.62978 1.53626 2.52973 0.30 0.11 0.23 -0.210
C 1.62814 2.19256 1.57517 -0.30 0.10 -0.32 -0.444
H 2.18404 2.97349 2.09237 0.07 0.01 0.02 0.074
H 2.33006 1.45004 1.19565 0.01 0.07 0.18 0.048
S 0.90005 3.07325 0.15589 0.04 -0.16 0.00 0.886
C -0.01456 1.73729 -0.73387 0.20 0.45 0.57 -0.378
C -1.46604 1.78626 -0.45773 -0.27 0.42 -0.85 -0.365
C -2.48221 2.38500 -1.14416 0.61 -0.35 0.23 -0.020
C -3.66003 2.16009 -0.39155 -0.02 -0.23 0.56 -0.058
C -3.27614 1.44672 0.69805 -0.79 0.41 -0.28 -0.117
O -1.95063 1.21794 0.67182 0.47 -0.07 0.08 -0.004
H -3.82052 1.05646 1.53407 -0.01 -0.11 0.14 0.128
H -4.64998 2.48901 -0.63076 -0.26 0.03 0.03 0.105
H -2.39906 2.91918 -2.06792 0.10 0.11 -0.23 0.113
H 0.16564 1.91694 -1.79161 -0.05 -0.14 0.00 0.084
H 0.43824 0.79592 -0.43305 0.00 -0.13 -0.16 0.060
H 1.08580 1.50572 3.52428 -0.13 0.03 -0.08 0.121
H -0.29703 2.10977 2.57321 0.07 -0.05 0.03 0.115
H -0.10952 -2.58115 2.70381 0.07 -0.02 -0.13 0.126
H -0.42652 -1.24429 -1.66806 0.01 0.10 -0.10 0.087
H -2.68795 -0.75654 -2.44143 -0.01 0.07 -0.11 0.123
H -5.41640 -1.97333 -1.66797 -0.11 -0.02 -0.04 0.084
H -5.70440 -0.91029 -0.29139 -0.10 0.04 0.03 0.078
H -5.04001 -0.25673 -1.79650 -0.06 0.08 -0.04 0.073
```
Positions in Å, forces in eV/Å.


(3)
The molecule C6H10S2 in a non-equilibrium geometry, computed with ωB97M-V/def2-TZVPD.

Computed properties:
**Electronic energy**: -1030.890574 Eh
**Structure (SMILES)**: C=CCSC(=S)CC
**LUMO level**: 0.11 eV
**Frontier orbital gap**: 8.539 eV

Geometry as XYZ:
```
18
Properties=species:S:1:pos:R:3:forces:R:3:lowdin_charge:R:1
C -3.18666 -0.87403 0.50705 -1.81 0.84 1.43 -0.132
C -2.29356 -0.41713 -0.74370 -3.12 -0.75 0.61 -0.403
C -1.16385 0.37617 -0.32305 1.69 0.38 0.31 -1.217
C 1.68872 0.78651 0.31946 -2.19 -1.18 -0.95 -0.460
C 2.85026 -0.11690 0.39702 0.08 1.26 3.64 -0.325
C 3.88130 0.05885 -0.40058 1.78 -1.23 -0.48 0.008
H -2.80770 -1.77872 1.23657 -0.92 2.02 -2.44 0.108
H -4.35747 -1.00227 0.06303 3.36 -0.09 1.58 0.121
H -3.22377 0.05964 1.25598 -0.12 -1.99 -1.74 0.078
H -2.01224 -1.28205 -1.27981 0.42 -1.07 -0.71 0.072
H -2.99344 0.18401 -1.40228 1.02 -0.53 0.81 0.120
H 1.35966 1.38755 1.16498 0.33 -0.37 0.29 0.077
H 1.80602 1.40334 -0.51228 -0.10 1.36 -1.37 0.044
H 2.78554 -0.50328 1.45516 1.09 -0.80 -1.49 0.123
H 3.73950 0.67953 -1.28779 0.21 -0.11 0.20 0.069
H 4.89262 -0.45311 -0.28595 -1.62 0.68 -0.10 0.088
S -1.32216 1.92672 -0.00862 -0.17 2.03 0.39 0.707
S 0.35723 -0.43485 -0.15517 0.06 -0.44 0.00 0.922
```
Positions in Å, forces in eV/Å.


(4)
A structure of composition C44H38N6OPtS2Te, computed with ωB97M-V/def2-TZVPD.

Computed properties:
**Electronic energy**: -3286.782696 Eh
**Total charge**: +1
**Spin multiplicity**: 2
**<S²>**: 0.754
**LUMO level (alpha / beta)**: -3.25 / -3.31 eV
**Frontier orbital gap (alpha / beta)**: 6.895 / 6.778 eV

Geometry as XYZ:
```
93
Properties=species:S:1:pos:R:3:forces:R:3:mulliken_spin:R:1
Pt -1.04918 -1.03079 1.55420 -0.13 0.14 0.20 0.690
C -3.54294 -0.53476 -0.98599 -0.06 0.00 0.07 0.001
C -3.73129 0.43077 0.13575 -0.10 -0.10 0.05 0.003
C -4.77242 1.35645 0.08562 -0.01 0.01 -0.01 0.004
C -4.93787 2.25472 1.11454 0.03 -0.01 0.01 -0.005
C -4.04025 2.23141 2.16928 0.01 -0.03 0.00 0.005
C -3.02462 1.29112 2.16401 0.07 0.06 -0.05 0.008
N -2.89881 0.38937 1.17697 0.04 0.13 0.04 0.135
C -1.98350 1.29311 3.22914 -0.02 -0.03 0.02 -0.001
C -2.01804 2.18803 4.29082 0.00 -0.01 0.00 0.000
C -1.01309 2.15778 5.23629 0.00 0.00 -0.01 -0.002
C -0.00248 1.22246 5.12609 -0.01 -0.03 0.01 0.001
C -0.01963 0.33455 4.06245 0.00 -0.06 0.02 0.003
N -0.98713 0.40208 3.13365 0.24 0.08 -0.06 0.014
C 1.00863 -0.73658 3.91898 -0.01 0.12 -0.08 0.013
C 1.93892 -0.98139 4.91496 0.00 0.01 -0.04 0.005
C 2.87148 -1.98800 4.72066 0.01 0.01 0.00 -0.002
C 2.84253 -2.71258 3.54868 0.02 0.00 0.00 0.004
C 1.87160 -2.42746 2.59087 -0.04 -0.03 0.08 0.008
C 1.78153 -3.24792 1.34315 0.02 -0.01 0.01 -0.015
N 0.98455 -1.45127 2.78634 -0.03 -0.16 -0.06 0.078
H -3.98237 -0.13634 -1.89951 -0.01 -0.02 0.01 -0.001
H -4.02152 -1.48927 -0.76206 0.01 -0.01 0.01 0.000
H -2.48708 -0.72456 -1.14840 -0.09 0.00 0.07 0.010
H -5.43642 1.35427 -0.76756 0.00 0.01 0.00 0.000
H -5.73976 2.98005 1.09466 -0.01 0.00 0.01 0.000
H -4.13573 2.95100 2.96545 -0.01 0.01 0.00 0.001
H -2.81671 2.90440 4.38467 -0.01 0.01 0.00 0.001
H -1.02137 2.85725 6.06102 0.00 0.00 0.00 0.000
H 0.78444 1.18758 5.86177 0.01 0.02 -0.01 0.001
H 1.94338 -0.41536 5.83273 0.00 -0.01 0.00 0.002
H 3.60729 -2.20317 5.48371 0.00 0.00 0.00 0.000
H 3.54843 -3.51189 3.36850 0.01 0.01 -0.01 0.000
H 2.77163 -3.55865 1.01097 0.00 0.00 0.01 -0.001
H 1.28331 -2.69777 0.55065 0.00 -0.01 0.00 0.012
H 1.18970 -4.14644 1.53079 -0.02 0.01 -0.01 0.001
S -2.09405 -2.44211 3.03795 -0.20 -0.21 -0.03 -0.001
C -2.27134 -3.61205 1.76829 0.02 0.11 0.01 -0.018
S -1.60859 -2.92489 0.32045 0.15 -0.17 -0.05 0.004
C -2.83893 -4.84399 1.86696 0.00 0.08 0.00 0.002
C -2.89899 -5.66397 0.70103 0.04 -0.02 0.04 0.003
N -2.89669 -6.26804 -0.27823 -0.02 0.00 -0.04 -0.001
C -3.34899 -5.30457 3.11602 0.04 -0.12 -0.04 0.005
N -3.72920 -5.66891 4.13851 -0.03 0.06 0.03 -0.001
C 3.18722 3.17326 -6.26230 0.00 0.01 0.00 0.000
C 2.68694 2.38182 -5.08747 0.01 0.09 -0.03 0.000
C 2.21854 3.00989 -3.94144 -0.01 -0.04 -0.03 0.000
C 1.75068 2.29509 -2.84597 0.05 -0.14 -0.15 -0.002
C 1.26038 3.04423 -1.65177 -0.07 0.07 0.02 0.003
C 1.75436 0.89846 -2.92817 -0.07 0.12 0.21 0.002
Te 1.10241 -0.47742 -1.41087 0.21 -0.58 -0.12 0.007
N 0.02352 0.19753 0.07656 -0.11 0.81 -0.16 -0.003
C 0.24038 1.44863 0.68327 -0.01 -0.10 0.04 0.021
O -0.62697 2.29637 0.69101 -0.11 -0.06 0.12 0.001
C 1.51757 1.70236 1.44362 -0.01 -0.03 0.00 0.006
C 2.62414 0.85916 1.39391 -0.06 -0.02 0.02 -0.002
C 3.77523 1.16220 2.10501 0.02 0.00 0.02 -0.001
C 3.81993 2.30045 2.89762 0.00 -0.02 0.01 0.000
C 2.71256 3.13662 2.97190 -0.02 -0.01 0.01 0.000
C 1.57251 2.84338 2.24227 0.04 0.06 -0.04 0.002
C -0.42164 -1.34300 -2.56559 -0.08 0.09 0.02 0.003
C -0.40496 -2.73292 -2.58815 0.06 0.01 -0.12 0.000
C -1.34605 -3.42646 -3.33199 0.05 -0.02 -0.01 0.000
C -2.28208 -2.71394 -4.06317 -0.01 0.01 0.00 0.001
C -2.28904 -1.32573 -4.03642 0.03 -0.02 0.00 0.001
C -1.37187 -0.60351 -3.27980 0.10 -0.02 -0.11 0.001
C -1.45794 0.89571 -3.22671 -0.06 0.01 0.07 -0.001
C 2.24823 0.22234 -4.05345 0.05 0.12 0.09 0.000
C 2.32870 -1.27605 -4.20838 -0.04 0.02 -0.04 0.000
C 2.69840 0.99771 -5.11625 0.04 -0.14 -0.04 0.000
H 3.10523 4.24368 -6.08399 0.00 0.00 0.00 0.000
H 2.61883 2.93302 -7.16154 0.00 0.00 0.00 0.000
H 4.23327 2.94156 -6.46647 0.00 0.00 0.00 0.000
H 2.21373 4.09251 -3.89599 0.00 0.00 0.03 0.000
H 1.34768 4.11835 -1.80479 0.02 -0.01 -0.03 0.000
H 1.84549 2.79645 -0.76676 0.01 0.02 0.02 0.000
H 0.21327 2.82891 -1.44447 -0.01 0.00 0.00 0.000
H 2.59334 -0.06138 0.82591 0.01 -0.01 0.01 -0.002
H 4.63386 0.50603 2.04590 0.00 0.00 0.01 0.000
H 4.71659 2.53641 3.45557 0.00 0.00 0.00 0.000
H 2.74359 4.02324 3.59166 0.01 0.01 0.00 0.000
H 0.70949 3.49543 2.26964 0.00 0.00 0.00 0.000
H 0.34042 -3.28372 -2.02493 -0.01 0.00 0.01 0.000
H -1.34608 -4.50763 -3.33296 -0.02 -0.01 0.01 0.000
H -3.02108 -3.24118 -4.65184 0.00 0.00 -0.01 0.000
H -3.03752 -0.78453 -4.60273 0.00 0.01 0.00 0.000
H -2.39223 1.23729 -3.67010 -0.01 -0.01 0.00 0.000
H -0.63919 1.36582 -3.77101 0.00 0.00 -0.02 0.000
H -1.42958 1.25338 -2.19236 0.04 0.00 -0.01 0.000
H 2.41831 -1.81377 -3.26421 0.07 -0.04 -0.02 0.000
H 3.20470 -1.53212 -4.80208 -0.01 0.00 -0.01 0.000
H 1.44723 -1.66521 -4.72057 -0.01 0.00 0.02 0.000
H 3.08108 0.48758 -5.99401 0.00 0.00 0.00 0.000
```
Positions in Å, forces in eV/Å.